No. 1
53
Properties=species:S:1:pos:R:3 method="wB97M-V/def2-TZVPD" lumo_energy_ha=-0.1189 homo_lumo_gap_ev=8.662 spin_multiplicity=1 total_charge=+1 e_tot_ev=-41578.0946
H 3.622 1.864 -0.065
N 0.176 -0.016 -1.354
C -0.126 0.425 -0.025
H 2.737 0.851 -1.199
H -2.886 -0.423 2.981
H 5.971 -0.664 -5.469
N -4.084 2.192 1.228
C -1.817 -0.264 3.107
C -2.930 2.517 0.386
H 0.856 -0.879 1.329
C -1.286 0.794 5.490
H -1.677 1.644 2.337
H -1.253 1.164 6.487
C 2.330 0.472 0.878
H 0.449 1.910 2.162
H -3.309 0.720 -0.641
H -0.056 1.513 -0.088
C -1.638 -3.357 -0.034
C -2.034 -1.941 -0.331
H -1.143 -3.442 0.928
H -2.557 -3.953 0.034
H 0.549 0.358 3.151
H -3.912 1.305 1.687
C -1.623 0.348 4.427
H 5.481 0.955 -5.112
C 4.635 -0.416 -3.882
H 1.937 2.206 -0.402
H -3.186 3.266 -0.362
H 2.863 -0.465 0.719
H -1.075 -3.786 -0.859
C 2.659 1.402 -0.263
N 5.435 -0.027 -4.911
H -4.209 2.888 1.952
C -2.422 1.264 -0.313
C -1.571 0.266 0.532
C 0.826 -1.023 -1.539
H -2.127 2.968 0.986
H -1.915 1.567 -1.230
N 4.590 -1.761 -3.629
C 0.269 0.845 2.228
H -2.276 -2.546 -2.374
N 0.848 0.101 1.039
F 2.789 0.970 2.056
H 5.095 -2.461 -4.138
N -2.053 -1.097 0.636
C -1.271 0.686 2.023
O 3.987 0.375 -3.209
H -3.540 -1.440 -1.794
C -2.480 -1.678 -1.751
H -1.935 -0.849 -2.199
H -1.313 -1.229 3.106
S 1.674 -2.311 -1.707
H 3.993 -2.010 -2.868

---

No. 2
135
Properties=species:S:1:pos:R:3 method="wB97M-V/def2-TZVPD" lumo_energy_ha=-0.1804 homo_lumo_gap_ev=5.344 spin_multiplicity=1 total_charge=+1 e_tot_ev=-192380.2544
F 3.391 -2.400 -5.287
H -9.893 -1.890 -2.085
F 5.205 10.687 4.734
F -0.262 -12.098 2.994
H 5.028 5.495 -0.262
C 1.403 0.358 1.025
H -7.205 -1.152 3.432
O 1.596 -9.243 1.826
O 5.155 13.073 2.112
C -4.230 -2.984 -1.148
H 0.151 -6.832 4.625
F 1.571 2.677 -4.106
F 5.228 -7.684 -5.125
F 5.265 7.781 2.151
F -0.810 -8.506 4.147
C 0.823 0.279 2.379
F 3.971 15.060 3.791
C -8.598 -0.397 1.317
C -0.975 -1.696 -5.356
H -4.857 -2.365 -1.839
H 0.369 1.393 -2.597
F -0.515 -7.611 1.468
F 3.040 15.989 2.060
S -3.534 0.039 2.515
C 3.662 3.939 0.489
F -0.117 -1.124 -6.226
H 2.800 4.697 -1.363
H 3.023 -7.914 -6.523
C 0.128 2.274 -5.898
C 4.169 -6.852 -5.012
C 3.175 11.837 4.698
F 4.104 -6.501 -3.713
H 1.282 0.916 3.173
C -3.198 -1.563 2.650
C 1.621 -7.948 2.420
F 4.240 14.104 0.399
F 0.555 -5.877 2.219
C 0.781 -0.482 0.019
H -0.498 3.134 -5.642
C -0.978 -1.425 1.668
H 1.216 -0.469 -1.007
C 4.853 11.816 2.716
F 2.923 13.223 1.863
F -1.609 -6.531 3.746
H -0.791 -1.937 -0.541
H 3.691 6.703 3.959
F 2.526 12.946 4.292
C -0.457 -7.249 3.817
F 3.103 11.827 6.053
H -7.093 -2.766 4.351
H 5.112 -3.849 -5.812
H -3.083 -6.253 -0.585
H -8.796 1.282 0.241
H 5.755 4.221 0.651
H 2.263 -7.365 1.757
F 1.066 2.691 -6.783
F 2.330 -11.178 2.567
C 2.494 4.474 -0.337
C 3.133 -3.721 -5.068
C 0.802 1.690 -4.656
F 5.319 12.854 4.783
C -9.188 -2.372 -0.015
C 4.631 11.824 4.242
C -8.388 -2.781 2.504
F 2.610 8.085 3.014
F 1.829 -6.766 -5.428
C -2.705 -3.039 0.947
H -8.160 -3.812 2.139
H -9.272 -2.791 3.204
F 3.249 3.569 1.724
H -1.891 -5.075 1.406
H 5.013 15.778 2.262
C 4.086 13.887 1.725
N -2.100 -2.281 2.053
C -2.542 -4.468 0.726
H -3.714 -1.205 0.031
O 4.976 5.628 1.829
H 2.142 -7.949 3.380
H 5.752 11.220 2.544
C -8.724 -1.883 1.280
H 3.005 -3.429 -2.913
C -9.529 -1.466 -1.122
F 2.336 -4.120 -6.086
C 2.401 -3.828 -3.732
C 0.279 -7.189 2.481
F 1.500 3.550 -0.390
H -5.946 -3.650 1.995
F 1.240 -3.119 -3.779
H -0.671 -0.595 3.730
C 0.016 -11.055 2.179
C -3.548 -2.311 -0.029
C 4.880 4.873 0.623
N -9.378 -0.143 -0.971
S -4.357 -2.618 3.642
N -8.928 0.262 0.178
H 4.064 11.283 2.182
H -8.242 0.148 2.225
C -4.057 -4.421 -1.314
F -0.629 1.365 -6.542
F 1.210 -9.940 3.931
F 1.954 5.585 0.203
C -0.294 -0.587 2.679
F 2.300 5.951 2.761
H 0.134 -11.428 1.159
F 2.650 -8.646 -4.706
F -2.244 -1.305 -3.403
H 2.278 1.015 0.818
H -5.736 -1.887 1.724
F -1.056 -10.233 2.208
C 2.910 -7.574 -5.491
C 4.482 -4.460 -5.163
C -5.834 -2.672 2.526
C 1.280 -10.331 2.645
C -1.429 -0.700 -4.288
H 5.010 -4.485 -4.208
H -9.297 -3.470 -0.194
C 3.247 6.888 2.978
C -7.147 -2.273 3.341
C -3.199 -5.164 -0.390
C 4.089 15.230 2.457
F -2.033 -2.138 -6.080
H -1.062 1.767 -3.482
C -0.139 1.189 -3.542
F 3.825 7.171 0.667
C -0.399 -1.343 0.312
C 4.314 6.857 1.882
O -0.383 -0.222 -3.508
F 2.060 -5.097 -3.437
F 1.654 0.696 -4.994
H 2.637 10.960 4.328
O 4.467 -5.735 -5.799
F 4.104 2.799 -0.119
H -0.478 -2.554 -4.904
F -2.130 0.327 -4.808
H -4.606 -4.898 -2.164

---

No. 3
19
Properties=species:S:1:pos:R:3 method="wB97M-V/def2-TZVPD" lumo_energy_ha=0.0257 homo_lumo_gap_ev=9.885 smiles="C=C(C)O.OCCBr" spin_multiplicity=1 total_charge=0 e_tot_ev=-79498.9547
O 1.876 -1.784 0.835
H 1.625 0.284 0.143
C 1.229 -0.581 0.782
C 1.096 0.073 2.091
H 0.972 -0.765 2.829
C -0.651 1.578 -1.490
H 2.880 -1.445 0.969
Br 2.725 1.038 2.617
H 0.179 -0.781 0.422
H 0.248 0.686 2.089
H -2.759 -0.839 -0.128
H -2.797 0.879 0.211
C -2.299 0.166 -0.293
C -1.279 0.320 -1.120
H -1.202 2.479 -1.011
O -0.636 -0.700 -1.757
H 0.453 1.608 -1.426
H -0.837 1.558 -2.563
H -1.046 -1.612 -1.644

---

No. 4
20
Properties=species:S:1:pos:R:3 method="wB97M-V/def2-TZVPD" lumo_energy_ha=0.0291 homo_lumo_gap_ev=10.063 spin_multiplicity=1 total_charge=0 e_tot_ev=-11977.9557
H -1.322 -2.451 -0.750
H -2.014 1.101 0.796
H 1.541 1.282 1.560
C 0.142 -1.092 0.407
H 0.264 1.588 -1.037
H 1.768 0.591 -1.554
O -2.105 -0.447 -0.523
H 2.209 -1.231 -1.588
H -2.208 1.671 -0.717
C -1.334 -1.581 0.032
H -0.315 2.446 0.383
C 0.857 0.605 0.904
O -0.012 -0.326 1.646
N 2.242 -0.308 -0.993
C 1.665 -0.577 0.334
H -0.113 -0.554 -0.447
C -0.077 1.429 -0.073
H 2.533 -1.169 0.897
C -1.581 0.989 -0.126
H -2.143 -1.965 0.849

---

No. 5
77
Properties=species:S:1:pos:R:3 method="wB97M-V/def2-TZVPD" lumo_energy_ha="-0.2333 / -0.2412" homo_lumo_gap_ev="7.591 / 7.430" spin_multiplicity=3 total_charge=+2 e_tot_ev=-128043.0872
H -1.796 0.669 -0.703
H 0.531 2.233 -5.600
H 0.569 1.426 2.624
H 2.033 2.935 1.311
H -1.093 1.825 -5.043
C 1.135 -2.727 0.503
C 0.507 -2.273 1.690
S -2.199 0.998 4.540
H 2.446 3.498 -4.743
H 0.170 4.616 -4.875
O -1.451 1.803 5.424
C -6.228 0.102 6.355
O -3.648 -0.612 2.024
H 3.208 0.542 -0.198
H -0.710 -2.548 -0.554
H 1.957 1.457 -2.493
H 3.701 -4.876 -4.708
C -5.104 0.253 7.146
As -4.964 0.598 2.439
C 4.212 -2.044 -2.903
C 0.407 1.586 1.565
O -1.466 -0.333 4.197
C 2.623 3.104 -3.743
H 4.084 -3.764 1.841
C 3.095 -3.332 1.783
C -3.875 0.518 6.557
C -0.904 1.129 -0.292
C 0.356 -2.691 -0.688
C 2.468 -2.856 2.940
C 2.440 -3.263 0.582
H -0.042 -2.848 -2.601
H 3.996 0.570 -1.795
H -7.190 -0.094 6.809
C 2.269 -3.966 -3.403
C -0.581 2.057 -2.542
C -4.922 0.471 4.360
H 4.496 -0.626 -0.567
H 1.583 3.235 -1.122
C 0.965 2.573 -0.531
H 5.432 -3.159 -4.250
O -2.447 1.488 3.140
C 1.737 1.898 -3.464
O -1.791 2.057 -2.704
O -4.772 1.886 1.504
C -6.139 0.210 4.970
C 3.499 -4.061 -4.029
C 2.020 -2.924 -2.523
H -2.992 0.662 7.167
C 1.191 -2.336 2.902
C -3.787 0.619 5.179
C -0.244 2.487 -4.877
H 2.911 -3.657 -0.306
N 0.716 -2.825 -1.929
H -1.455 4.183 -4.312
C -0.671 3.938 -5.027
H -1.065 4.106 -6.029
C -0.098 1.899 -1.114
N -0.648 0.965 1.011
C 3.653 -0.069 -0.978
C 4.464 -3.098 -3.769
H 2.987 -2.911 3.889
H -7.026 0.087 4.365
H 0.698 -1.993 3.803
H 3.676 2.822 -3.683
Mo -1.868 -0.317 2.195
H 4.979 -1.304 -2.727
H 2.443 3.916 -3.036
N 0.310 2.199 -3.541
O 2.621 -0.953 -1.416
H -6.779 -0.082 1.275
H -5.177 0.177 8.222
C 1.220 2.413 0.826
C 2.977 -1.938 -2.275
H 1.947 1.120 -4.203
O -0.737 -1.790 1.633
O -6.362 -0.355 2.106
H 1.501 -4.708 -3.582

---

No. 6
15
Properties=species:S:1:pos:R:3 method="wB97M-V/def2-TZVPD" lumo_energy_ha=-0.0009 homo_lumo_gap_ev=9.315 smiles="[H]/N=C/C(/C=N/[H])B(O)O" spin_multiplicity=1 total_charge=0 e_tot_ev=-10976.3001
C -0.517 1.164 0.126
C -0.412 -0.162 -0.563
H -0.531 3.101 -0.045
B 1.389 -0.348 -0.171
H -0.509 1.146 1.219
H 2.424 -0.412 1.793
O 2.245 -0.339 -1.212
N -0.504 2.200 -0.604
H -0.375 -0.026 -1.583
C -1.353 -1.118 0.092
H -1.054 -1.335 1.040
H -3.208 -1.807 0.090
N -2.411 -1.327 -0.562
H 3.184 -0.276 -0.811
O 1.631 -0.459 1.191

---

Summary of molecular weight in g/mol
371.51 1526.89 183.05 129.16 781.53 113.91
(order as listed above)
Summary of energy above the lowest of the compared OMol25 structures with the same formula, charge and spin in kcal per mole
0.0 104.7 21.1 191.7 7.7 19.9
(order as listed above)